No. 1
Computed, not measured: a single C3H4N4O2 molecule, with ωB97M-V/def2-TZVPD.

As for the SMILES: O=[N+]([O-])Nn1ccnc1. As for the total charge: 0.

XYZ file:
```
13
Properties=species:S:1:pos:R:3:mulliken_charge:R:1
O -3.590 -0.550 1.204 -0.635
O -2.043 0.782 2.020 -0.572
N -0.347 -0.328 0.249 0.357
N 1.781 -0.398 0.748 -0.671
N -2.535 -0.016 1.293 1.269
N -1.719 -0.502 0.256 -0.806
C 1.553 0.719 0.085 -0.239
C 0.630 -1.042 0.930 -0.045
C 0.218 0.830 -0.215 -0.205
H 0.277 -1.900 1.362 0.426
H -2.146 -1.441 -0.384 0.321
H -0.325 1.646 -0.637 0.398
H 2.337 1.418 -0.164 0.402
```

No. 2
Computed, not measured: 2 unconnected molecules or ions with the total composition C3H4N4O2, with ωB97M-V/def2-TZVPD.

As for the total charge: +2.

XYZ file:
```
13
Properties=species:S:1:pos:R:3:mulliken_charge:R:1
O -6.520 0.951 -0.053 -0.188
O -6.482 -1.017 -0.999 -0.182
N 1.298 -0.124 0.766 -0.309
N -6.536 -0.052 -0.491 1.368
N -1.055 -0.380 1.149 -0.395
N -0.328 1.044 -0.454 -0.168
C -2.318 0.679 -0.441 0.053
C -1.390 1.664 -0.890 -0.070
C 0.010 0.106 0.552 0.621
H 1.758 0.309 -0.075 0.311
H 1.818 -0.855 1.312 0.303
H -1.294 -1.322 1.491 0.306
H -1.300 2.353 -1.761 0.350
```

No. 3
Computed, not measured: a single C3H4N4O4 molecule, with ωB97M-V/def2-TZVPD.

As for the total charge: 0.

XYZ file:
```
15
Properties=species:S:1:pos:R:3:mulliken_charge:R:1
O 4.391 0.148 0.752 -0.277
O 5.411 -0.964 -0.901 -0.453
O 6.226 0.865 -0.179 -0.530
O 3.144 -1.645 0.311 -0.713
N 5.430 -0.012 -0.260 1.167
N 1.940 1.707 0.305 -0.994
N 3.194 -0.421 0.418 0.838
N 2.237 0.397 0.310 0.242
C -0.350 0.186 0.731 -0.642
C 0.893 0.777 0.148 0.932
C -0.080 0.105 -0.847 -0.686
H -0.295 -0.577 1.388 0.347
H -1.018 0.976 0.964 0.244
H 0.334 -0.828 -1.317 0.255
H -0.729 0.626 -1.514 0.269
```

No. 4
Computed, not measured: a gas-phase ion, C3H4NO (charge -1), with ωB97M-V/def2-TZVPD.

As for the SMILES: C#CCN[O-]. As for the total charge: -1.

XYZ file:
```
9
Properties=species:S:1:pos:R:3:mulliken_charge:R:1
O -0.802 -2.461 -0.018 -0.729
N -0.564 -1.362 0.688 -0.334
C 0.354 1.004 -0.007 -0.483
C -0.112 2.117 -0.171 -0.083
C 0.691 -0.431 -0.012 -0.520
H -1.388 -0.767 0.450 0.185
H 0.641 -0.586 -1.153 0.254
H 1.611 -0.558 0.658 0.272
H -0.431 3.044 -0.434 0.439
```

No. 5
Computed, not measured: a molecular structure, C3H4NO, with ωB97M-V/def2-TZVPD.

As for the total charge: +1.

XYZ file:
```
9
Properties=species:S:1:pos:R:3:mulliken_charge:R:1
O 1.130 -0.643 -0.506 -0.148
N -1.051 -0.546 -0.035 -0.124
C -0.799 0.669 0.484 -0.373
C -0.163 -1.281 -0.421 0.018
C 1.181 0.491 0.028 0.100
H 1.974 1.141 0.042 0.377
H -0.952 0.822 1.527 0.361
H -0.447 -2.216 -0.831 0.422
H -0.872 1.564 -0.289 0.365
```

No. 6
Computed, not measured: 2 unconnected molecules or ions with the total composition C3H4NO, with ωB97M-V/def2-TZVPD.

As for the total charge: +1.

XYZ file:
```
9
Properties=species:S:1:pos:R:3:mulliken_charge:R:1
O 2.362 0.163 -0.188 -0.319
N -0.873 -0.237 -0.224 0.085
C 0.144 -1.031 -0.090 -0.091
C 1.179 0.092 -0.066 0.453
C -0.124 1.040 0.065 -0.273
H -0.199 1.793 -0.731 0.308
H -0.532 -3.012 0.582 0.312
H -0.097 1.454 1.038 0.272
H -1.861 -0.261 -0.386 0.254
```

No. 7
Computed, not measured: a gas-phase ion, C3H4NO (charge +1), with ωB97M-V/def2-TZVPD.

As for the total charge: +1.

XYZ file:
```
9
Properties=species:S:1:pos:R:3:mulliken_charge:R:1
O -0.996 -0.943 -0.391 -0.173
N 0.563 0.892 0.891 -0.497
C 0.824 0.398 -0.178 0.219
C 0.018 -0.371 -1.060 -0.328
C -1.516 -0.665 0.711 0.247
H 1.678 0.735 -0.771 0.334
H 1.239 1.615 1.078 0.322
H 0.251 -1.012 -1.895 0.377
H -2.063 -0.649 1.614 0.498
```

No. 8
Computed, not measured: a single C3H4NO2P molecule, with ωB97M-V/def2-TZVPD.

As for the total charge: 0.

XYZ file:
```
11
Properties=species:S:1:pos:R:3:mulliken_charge:R:1
P 1.287 0.493 -1.197 0.144
O 1.100 1.244 0.106 -0.210
O -1.278 0.547 -0.392 -0.635
N 0.918 -2.013 -0.527 -0.565
C 0.369 -1.076 -1.171 0.097
C 0.222 1.288 1.153 -0.463
C -1.042 0.883 0.767 0.211
H 0.439 1.683 2.065 0.456
H 0.536 -3.028 -0.576 0.250
H -1.941 0.907 1.448 0.317
H -0.610 -0.929 -1.674 0.398
```

No. 9
Computed, not measured: a single C3H4NO2P molecule, with ωB97M-V/def2-TZVPD.

As for the SMILES: O=C1C=CONP1. As for the total charge: 0.

XYZ file:
```
11
Properties=species:S:1:pos:R:3:mulliken_charge:R:1
P -0.763 -1.607 -0.331 -0.031
O 1.491 -0.190 0.032 -0.238
O -2.505 0.574 0.417 -0.449
N 0.741 -1.201 0.464 -0.270
C -1.431 0.475 -0.057 0.523
C 0.981 0.980 -0.346 0.158
C -0.333 1.305 -0.338 -0.701
H -0.919 -2.159 0.914 0.058
H -0.555 2.214 -0.689 0.389
H 1.409 -1.994 0.709 0.258
H 1.882 1.603 -0.775 0.304
```

No. 10
Computed, not measured: a molecular structure, C3H4NO3, with ωB97M-V/def2-TZVPD.

As for the total charge: -1.

XYZ file:
```
11
Properties=species:S:1:pos:R:3:mulliken_charge:R:1
O 1.932 1.028 -1.460 -0.530
O -0.456 -2.020 -0.159 -0.717
O -1.604 -1.517 1.739 -0.687
N -0.744 0.257 0.758 -0.307
C -1.067 -1.235 0.675 0.509
C 1.322 0.229 -0.774 0.201
C 0.033 0.904 -0.302 -0.547
H -0.363 0.466 1.657 0.238
H -0.892 0.801 -1.287 0.160
H 0.228 1.963 -0.284 0.386
H 1.610 -0.878 -0.563 0.295
```

No. 11
Computed, not measured: a single C3H4NO3P molecule, with ωB97M-V/def2-TZVPD.

As for the SMILES: Cn1c(=O)o[pH]c1=O. As for the total charge: 0.

XYZ file:
```
12
Properties=species:S:1:pos:R:3:mulliken_charge:R:1
P -2.384 0.660 -0.015 0.062
O -0.103 2.376 -0.539 -0.626
O -1.896 -0.935 0.199 -0.333
O -0.049 -2.249 0.322 -0.530
N 0.174 0.000 -0.140 0.151
C -0.563 -1.172 0.202 0.622
C 1.600 -0.244 -0.253 -0.850
C -0.617 1.063 -0.308 0.482
H 2.012 -1.275 -0.036 0.291
H 2.004 0.477 0.496 0.316
H -1.991 1.178 1.354 0.103
H 1.814 0.122 -1.283 0.312
```

No. 12
Computed, not measured: 2 unconnected molecules or ions with the total composition C3H4NO3S, with ωB97M-V/def2-TZVPD.

As for the spin multiplicity: 3. As for the total charge: -1.

XYZ file:
```
12
Properties=species:S:1:pos:R:3:mulliken_spin:R:1
S -1.462 -1.448 -0.770 1.798
O 1.185 1.859 0.128 -0.002
O -1.010 2.179 -0.142 -0.070
O -0.061 0.236 0.712 -0.043
N 2.716 -1.839 -1.015 0.006
C 2.505 -0.805 -0.660 0.003
C 0.013 1.620 0.218 0.122
C -1.179 -0.484 0.753 0.261
H 2.299 0.216 -0.267 -0.003
H -1.725 -0.381 -1.379 0.017
H -2.161 0.153 0.860 0.155
H -1.120 -1.307 1.563 -0.244
```

The evaluated largest force on an atom for the records listed, in turn: 5.2, 2.8, 4.5, 3.2, 6.4, 3.6, 7.0, 3.5, 4.6, 5.8, 9.7, 5.8 eV/Å.
The evaluated total energy for the records listed, in turn: -486.02930, -485.13211, -636.22084, -246.53422, -246.28500, -246.18620, -246.17089, -663.16308, -663.13927, -397.19612, -738.51473, -795.24223 Eh.